Here is C42H52CrNP2 as an isolated structure in a non-equilibrium geometry from the OMol25 dataset. Energies are from the ωB97M-V functional and the def2-TZVPD basis.

Summary:
Expectation value of S² ... 4.011
HOMO-LUMO gap (alpha / beta) ... 6.5147 / 7.8413 eV
E_HOMO (alpha / beta) ... -13.96 / -13.96 eV
Charge ... +2
Multiplicity ... 4

Geometry as XYZ:
```
98
Properties=species:S:1:pos:R:3:forces:R:3
Cr -0.670 -0.391 -0.201 -0.483 -0.821 -0.184
C -0.757 -2.577 -0.025 -0.358 -0.160 -0.154
C -0.574 -2.311 -1.428 0.188 0.063 0.071
C -1.754 -1.623 -1.878 0.021 -0.032 0.330
C -2.572 -1.438 -0.712 -0.165 -0.231 0.045
C -2.030 -2.108 0.402 0.052 -0.004 -0.153
C -2.765 -2.420 1.680 0.050 0.099 0.255
C -3.844 -3.454 1.299 0.079 0.001 -0.052
C -1.825 -3.035 2.719 -0.021 0.052 -0.105
C -3.445 -1.175 2.259 -0.005 -0.056 -0.075
C -2.290 -1.211 -3.249 0.079 0.331 -0.163
C -1.665 0.126 -3.687 0.032 -0.124 -0.044
C -2.074 -2.306 -4.305 -0.014 -0.004 0.105
C -3.815 -1.007 -3.168 0.061 -0.024 0.018
C 0.686 -2.814 -2.129 0.246 0.038 -0.102
C 1.208 -1.835 -3.190 -0.169 -0.124 0.074
C 1.820 -3.011 -1.100 -0.200 -0.016 -0.047
C 0.412 -4.195 -2.752 -0.092 0.092 -0.001
H -0.132 -3.236 0.555 0.222 0.289 0.095
H -3.565 -1.020 -0.725 0.093 0.212 0.036
H -3.394 -4.324 0.817 -0.034 -0.023 0.018
H -4.583 -3.027 0.619 -0.003 -0.002 0.002
H -4.361 -3.791 2.197 -0.004 0.008 0.012
H -1.432 -3.992 2.372 0.057 0.008 0.048
H -2.372 -3.222 3.642 -0.001 -0.013 0.008
H -0.992 -2.368 2.954 0.003 0.001 0.011
H -4.151 -0.732 1.555 0.009 0.029 0.005
H -2.705 -0.422 2.534 -0.044 -0.062 -0.060
H -4.001 -1.445 3.157 -0.025 -0.019 -0.007
H -0.579 0.081 -3.748 -0.006 -0.003 -0.010
H -1.944 0.925 -2.992 -0.001 0.018 -0.007
H -2.045 0.395 -4.673 -0.003 0.060 0.011
H -1.038 -2.445 -4.587 0.019 -0.054 0.017
H -2.617 -2.040 -5.212 -0.021 0.054 0.019
H -2.477 -3.255 -3.949 0.027 -0.029 -0.045
H -4.094 -0.139 -2.569 -0.013 -0.017 0.039
H -4.309 -1.898 -2.774 -0.050 0.041 0.018
H -4.204 -0.840 -4.171 0.039 0.040 -0.014
H 1.323 -0.840 -2.755 -0.031 -0.006 -0.107
H 0.560 -1.758 -4.054 -0.017 0.049 -0.020
H 2.179 -2.175 -3.550 0.014 0.004 0.022
H 1.952 -2.127 -0.475 0.093 -0.045 0.044
H 2.757 -3.187 -1.625 -0.002 -0.008 -0.005
H 1.646 -3.876 -0.460 -0.019 0.021 0.043
H -0.358 -4.160 -3.518 0.014 -0.031 -0.001
H 0.107 -4.909 -1.986 -0.006 -0.012 -0.013
H 1.333 -4.560 -3.208 -0.005 -0.036 -0.003
C 1.766 -0.660 2.202 0.086 -0.002 0.103
N 1.438 0.653 1.575 -0.320 0.018 0.134
P 1.616 0.639 -0.166 0.978 0.995 0.494
C 1.783 2.404 -0.595 -0.277 -0.142 -0.224
C 2.524 3.262 0.214 -0.060 -0.042 0.083
C 2.796 4.549 -0.213 0.043 -0.029 0.048
C 2.342 4.984 -1.452 -0.022 0.025 -0.020
C 1.598 4.135 -2.257 0.025 0.016 -0.082
C 1.320 2.844 -1.831 -0.079 -0.082 0.093
C 3.381 0.195 -0.369 -0.180 -0.392 -0.028
C 4.275 0.434 0.676 -0.027 -0.020 -0.030
C 5.617 0.130 0.521 0.019 0.061 0.005
C 6.083 -0.386 -0.681 0.007 -0.009 0.027
C 5.208 -0.565 -1.739 0.044 0.036 -0.051
C 3.860 -0.276 -1.587 -0.070 0.014 0.000
P -0.269 0.918 1.940 0.501 0.700 -0.308
C -0.246 1.355 3.709 -0.072 -0.329 -0.165
C 0.925 1.858 4.278 0.020 -0.055 -0.117
C 0.934 2.241 5.609 -0.014 0.052 0.050
C -0.220 2.136 6.375 0.057 -0.016 -0.069
C -1.386 1.649 5.805 -0.092 0.027 0.057
C -1.403 1.254 4.476 -0.076 -0.094 -0.111
C -0.793 2.452 1.106 -0.148 -0.369 0.165
C -0.598 3.734 1.606 0.138 -0.016 -0.076
C -1.130 4.822 0.932 0.045 0.075 0.071
C -1.887 4.639 -0.218 0.030 -0.032 -0.020
C -2.099 3.364 -0.722 -0.100 -0.022 -0.201
C -1.553 2.286 -0.054 0.251 0.003 0.318
H 2.748 -1.000 1.889 -0.018 -0.002 -0.042
H 1.031 -1.438 1.954 0.027 -0.010 -0.001
H 1.780 -0.540 3.285 -0.033 0.004 -0.012
H 2.878 2.923 1.179 0.046 0.004 0.017
H 3.379 5.208 0.417 -0.020 0.014 -0.012
H 2.573 5.985 -1.789 -0.018 -0.002 0.001
H 1.245 4.474 -3.222 -0.003 -0.008 0.009
H 0.740 2.179 -2.464 0.005 0.019 -0.028
H 3.933 0.861 1.608 -0.015 -0.038 0.051
H 6.300 0.303 1.341 0.005 -0.003 -0.009
H 7.129 -0.639 -0.790 0.004 0.031 -0.022
H 5.578 -0.927 -2.690 -0.030 -0.015 -0.005
H 3.194 -0.409 -2.428 0.095 -0.012 0.063
H 1.823 1.950 3.684 0.067 -0.026 -0.047
H 1.845 2.626 6.048 -0.006 -0.001 -0.003
H -0.208 2.431 7.415 -0.005 0.008 -0.003
H -2.286 1.577 6.400 -0.008 -0.028 -0.027
H -2.320 0.870 4.043 0.031 0.059 0.078
H -0.027 3.875 2.515 -0.018 0.046 0.026
H -0.965 5.821 1.314 -0.030 -0.009 0.010
H -2.327 5.489 -0.721 0.027 0.017 0.005
H -2.704 3.226 -1.609 0.032 -0.036 0.000
H -1.774 1.275 -0.423 -0.445 0.063 -0.173
```
Forces are in eV/Å.

Charges per atom according to Mulliken partitioning, unit e: 0.4575 -0.3588 -0.2267 0.9054 -0.2764 0.2849 1.6286 -1.7424 -1.7327 -1.3125 1.5086 -1.4834 -1.6422 -1.9626 1.8739 -0.9465 -2.6174 -1.6360 0.5080 0.8199 0.3596 0.3675 0.4892 0.4068 0.5054 0.1841 0.3076 -0.1670 0.6019 0.1044 0.0933 0.5990 0.2422 0.5188 0.3776 0.3196 0.3896 0.4600 -0.4900 0.1482 0.7234 0.8408 0.4279 0.4183 0.2571 0.3592 0.5034 -1.4313 0.9070 -0.8284 0.8949 -0.5407 -0.7269 -0.7457 -0.6298 -0.1172 2.1070 -0.7006 -0.7772 -0.8314 -0.7434 -0.7172 1.1984 0.9626 -0.1682 -0.7918 -0.6532 -0.8438 -0.5588 0.2079 -0.6687 -0.7954 -0.7991 -1.0553 0.4993 0.4683 0.1899 0.4264 0.1993 0.4930 0.4302 0.5124 0.1830 0.1833 0.4906 0.4248 0.4995 0.5520 0.2280 0.4759 0.4223 0.4676 0.4271 0.5280 0.4812 0.4604 0.5508 -0.1441

Here is C28H29N2O2PdS as an isolated structure in a non-equilibrium geometry from the OMol25 dataset. Energies are from the ωB97M-V functional and the def2-TZVPD basis.

Summary:
Expectation value of S² ... 0.759
HOMO-LUMO gap (alpha / beta) ... 5.3685 / 6.4518 eV
E_HOMO (alpha / beta) ... -6.27 / -7.39 eV
Multiplicity ... 2
ΔE to the lowest compared entry with this formula, charge and spin ... 71.1 kJ/mol

Geometry as XYZ:
```
63
Properties=species:S:1:pos:R:3:forces:R:3
Pd -0.027 -0.044 0.280 0.432 -2.021 0.551
C 1.668 -1.477 -2.273 -0.331 0.053 0.201
C 2.602 -1.844 -1.159 0.028 0.352 0.286
C 3.313 -3.031 -1.166 0.064 -0.081 0.036
C 4.150 -3.360 -0.112 0.046 -0.108 0.112
C 4.264 -2.514 0.979 0.078 -0.220 -0.075
C 3.560 -1.324 1.033 -0.326 0.240 -0.268
C 3.586 -0.448 2.250 -0.101 0.013 -0.039
C 2.748 -0.974 -0.059 0.759 -0.859 -0.175
N 1.969 0.166 -0.032 -0.723 1.279 0.096
C 2.371 1.427 -0.210 0.520 -0.515 -0.098
C 3.812 1.749 -0.490 -0.180 0.055 0.041
C 1.354 2.389 -0.200 -0.512 0.109 -0.068
C 1.590 3.847 -0.447 -0.010 -0.157 0.028
N 0.105 1.925 -0.018 0.126 -0.303 0.146
C -1.026 2.739 -0.073 -0.569 0.726 -0.206
C -1.380 3.576 0.994 0.166 -0.289 -0.225
C -0.567 3.620 2.253 0.033 -0.069 -0.028
C -2.531 4.340 0.881 -0.071 -0.011 -0.074
C -3.320 4.274 -0.251 -0.104 0.048 0.040
C -2.978 3.430 -1.294 0.032 -0.004 0.075
C -1.838 2.650 -1.218 0.241 -0.017 0.137
C -1.458 1.713 -2.326 -0.002 -0.288 0.234
H 1.539 -2.312 -2.956 0.018 -0.078 -0.121
H 2.042 -0.619 -2.834 -0.059 0.049 -0.024
H 0.678 -1.200 -1.865 0.424 -0.085 -0.307
H 3.207 -3.711 -1.999 -0.014 -0.047 -0.115
H 4.691 -4.295 -0.126 0.076 -0.049 -0.019
H 4.896 -2.796 1.810 0.036 -0.008 0.084
H 4.026 -0.976 3.092 0.049 -0.014 0.069
H 2.566 -0.152 2.512 0.094 0.036 0.031
H 4.160 0.465 2.084 0.010 0.068 0.005
H 4.392 0.830 -0.558 0.033 0.042 0.008
H 4.232 2.373 0.300 0.090 0.027 -0.020
H 3.907 2.288 -1.434 0.082 0.015 0.004
H 2.601 4.023 -0.799 0.090 0.043 -0.034
H 1.443 4.425 0.465 -0.024 0.082 0.028
H 0.886 4.220 -1.192 -0.024 0.061 -0.008
H 0.135 2.788 2.297 -0.009 0.042 0.056
H -1.222 3.572 3.120 -0.024 -0.020 0.091
H -0.007 4.553 2.319 0.110 0.068 0.049
H -2.817 4.983 1.702 -0.040 0.062 0.086
H -4.221 4.864 -0.313 -0.109 0.113 -0.016
H -3.606 3.374 -2.172 -0.056 -0.039 -0.072
H -2.275 1.614 -3.036 -0.047 -0.018 -0.086
H -1.213 0.714 -1.914 -0.118 0.427 -0.288
H -0.578 2.078 -2.859 0.106 -0.075 -0.031
S -3.104 0.435 1.138 0.158 -1.442 -0.208
C -1.930 -0.629 0.708 0.392 4.298 0.117
O -2.085 -1.960 0.784 -0.244 -2.733 -0.017
C -0.968 -2.706 0.620 1.718 3.402 0.069
O 0.146 -2.092 0.574 -2.222 -1.485 -0.128
C -1.096 -4.124 0.483 -0.112 -1.658 0.013
C 0.072 -4.880 0.262 -0.395 0.641 0.145
C -0.003 -6.245 0.104 -0.036 -0.315 -0.038
C -1.232 -6.893 0.156 0.013 0.349 -0.007
C -2.388 -6.153 0.381 -0.153 -0.368 -0.038
C -2.333 -4.788 0.551 0.410 0.676 0.031
H 1.013 -4.358 0.225 0.224 0.044 -0.046
H 0.900 -6.813 -0.064 0.057 -0.023 -0.016
H -1.292 -7.963 0.012 0.003 -0.028 0.029
H -3.347 -6.652 0.420 -0.006 -0.017 0.022
H -3.228 -4.214 0.741 -0.091 0.024 -0.026
```
Forces are in eV/Å.

Charges per atom according to Mulliken partitioning, unit e: 0.3249 -1.2204 1.4329 -0.9218 -0.8856 -0.8423 1.3514 -1.4272 -0.8975 0.4528 0.4989 -1.8571 0.2368 -1.6224 0.5640 -1.0997 1.5108 -1.9170 -0.7111 -0.7873 -1.0489 1.7278 -1.0948 0.4359 0.2995 0.1304 0.4380 0.4232 0.4411 0.4583 0.2375 0.2590 0.3978 0.3444 0.5188 0.4956 0.1586 0.3477 0.2664 0.4959 0.3304 0.4502 0.4208 0.3969 0.4632 0.0527 0.2779 -0.2811 0.1373 -0.3170 0.7201 -0.5926 0.1195 -0.2999 -0.5471 -0.3875 -0.5731 -0.3704 0.3543 0.4214 0.3968 0.4009 0.5108

Here is an isolated ion of composition C5H8N3O3 and charge +1 in a non-equilibrium geometry from the OMol25 dataset. Energies are from the ωB97M-V functional and the def2-TZVPD basis.

Summary:
HOMO-LUMO gap ... 8.3393 eV
E_HOMO ... -13.63 eV
Charge ... +1
Multiplicity ... 1
ΔE to the lowest compared entry with this formula, charge and spin ... 162.0 kJ/mol

Geometry as XYZ:
```
19
Properties=species:S:1:pos:R:3:forces:R:3
C 1.853 0.207 0.079 0.824 -0.215 -0.298
C -0.247 1.314 0.066 -0.945 -0.639 0.586
C -1.989 -0.500 0.160 -0.258 -0.099 -1.027
C 1.023 -1.017 0.416 -1.926 0.574 -0.253
C -3.271 0.304 -0.322 2.538 1.819 1.036
N -0.680 0.073 0.324 2.330 -1.939 -0.339
N 1.193 1.373 0.138 1.246 -1.809 -0.875
N 3.156 0.053 -0.189 0.231 1.304 -0.658
O -0.880 2.296 -0.120 -0.190 1.336 -0.377
O -2.036 -1.692 0.290 -0.166 0.007 0.249
O 1.292 -2.115 -0.342 -0.224 1.288 0.824
H 0.915 -1.081 1.487 -0.006 -0.627 0.285
H -3.060 1.401 -0.579 0.011 -1.849 -0.298
H -3.857 0.463 0.578 -0.546 -0.718 -0.022
H -3.688 -0.318 -1.104 -0.397 0.194 0.104
H 1.593 2.213 -0.244 0.274 0.530 0.216
H 3.735 -0.801 -0.124 -1.338 0.340 0.040
H 3.721 0.838 -0.594 -0.956 -0.775 0.784
H 1.228 -3.010 0.081 -0.501 1.279 0.026
```
Forces are in eV/Å.

Charges per atom according to Mulliken partitioning, unit e: 0.3763 0.3327 0.4546 0.1982 -0.8606 -0.1335 -0.0986 -0.3383 -0.5063 -0.5093 -0.4614 0.3873 0.2870 0.3046 0.3044 0.3159 0.2642 0.2617 0.4213

Here is C4H12N2 as an isolated structure in a non-equilibrium geometry from the OMol25 dataset. Energies are from the ωB97M-V functional and the def2-TZVPD basis.

Summary:
HOMO-LUMO gap ... 8.0216 eV
E_HOMO ... -6.94 eV
Multiplicity ... 1
ΔE to the lowest compared entry with this formula, charge and spin ... 542.6 kJ/mol

Geometry as XYZ:
```
18
Properties=species:S:1:pos:R:3:forces:R:3
C 0.228 0.426 -0.170 3.365 1.683 3.594
C -0.147 -0.565 0.771 -3.839 -1.673 -3.771
C 1.181 0.168 -1.299 -0.080 0.003 0.072
C 1.439 0.907 1.399 -0.161 0.979 -1.963
N -1.370 -1.060 -0.536 0.360 -0.255 0.678
N -2.747 -0.702 -0.578 0.362 -0.094 0.470
H -1.150 -1.725 -1.275 -0.076 -0.173 0.659
H -0.406 1.302 -0.250 -0.071 -0.181 0.044
H -3.137 -0.751 0.360 -0.118 -0.117 -0.210
H -2.860 0.256 -0.905 0.109 -0.002 0.167
H 0.476 -1.443 0.878 0.038 0.113 0.195
H -0.821 -0.295 1.574 0.226 -0.040 0.064
H 1.935 0.956 -1.353 -0.053 0.003 -0.018
H 1.700 -0.783 -1.173 -0.030 -0.029 0.015
H 0.645 0.151 -2.247 -0.006 -0.047 -0.003
H 1.087 0.894 2.428 -0.374 -0.241 -0.153
H 1.598 1.940 1.096 0.348 0.088 0.201
H 2.348 0.324 1.279 0.000 -0.015 -0.041
```
Forces are in eV/Å.

Charges per atom according to Mulliken partitioning, unit e: 0.5566 -0.6489 -1.3654 -1.2716 -0.2847 -0.6523 0.1685 0.2725 0.2234 0.1910 0.2706 0.3711 0.3809 0.2879 0.3917 0.4017 0.3829 0.3243

| no. | DFT total energy (a.u.) |
| --- | --- |
| 1 | -3413.04881 |
| 2 | -1870.42641 |
| 3 | -585.02551 |
| 4 | -268.90969 |